1.
Here is a molecular structure, C35H39AuN5 from the OMol25 dataset. Energies are from ωB97M-V with the def2-TZVPD basis set.

Charge: -1
LUMO in Eh: 0.097
HOMO-LUMO gap in eV: 7.45

The geometry in XYZ format:
```
80
C35H39AuN5 | the OMol25 dataset | ωB97M-V with the def2-TZVPD basis set
Au -0.11362 1.20437 0.21574
C -2.41697 -1.85959 -3.16730
C -2.42188 -0.71949 -2.14491
C -3.06098 0.53016 -2.75257
C -3.09602 -1.13992 -0.84797
C -4.48294 -1.25277 -0.80412
C -5.14170 -1.57803 0.36540
C -4.40974 -1.77269 1.52516
C -3.02505 -1.66383 1.53870
C -2.31061 -1.76489 2.87543
C -1.85876 -0.37822 3.34255
C -1.15622 -2.76899 2.93921
C -2.36888 -1.38075 0.33013
N -0.96272 -1.22972 0.32596
C -0.27226 -2.06015 -0.34403
C 1.16258 -2.03938 -0.58991
C 1.64847 -3.26479 -1.08158
C 2.96946 -3.50398 -1.36961
C 3.86410 -2.44883 -1.17287
C 3.43424 -1.22661 -0.72637
C 2.06756 -0.94104 -0.41677
N 1.71879 0.30367 -0.01816
C 2.75772 1.27638 0.08791
C 3.09582 2.08739 -1.01272
C 4.13101 3.00911 -0.86461
C 4.81728 3.15508 0.32488
C 4.45765 2.36816 1.40420
C 3.43761 1.42584 1.31440
C 3.15752 0.61828 2.57954
C 3.73475 -0.79970 2.53874
C 1.70039 0.57649 3.03907
C 2.39390 2.13656 -2.37168
C 1.33560 3.24704 -2.37130
C 1.81035 0.85374 -2.96441
H -1.92204 -1.54765 -4.08992
H -3.44053 -2.15460 -3.41276
H -1.90081 -2.74113 -2.78463
H -1.38528 -0.46211 -1.91856
H -4.09226 0.35025 -3.06204
H -2.49971 0.84046 -3.63695
H -3.06400 1.35903 -2.04505
H -5.06142 -1.05647 -1.69856
H -6.22206 -1.62801 0.38543
H -4.92409 -1.98856 2.45524
H -3.07132 -2.11486 3.58102
H -1.13951 0.04673 2.64177
H -1.38331 -0.43838 4.32518
H -2.70718 0.30480 3.40790
H -0.26382 -2.38641 2.44711
H -1.42597 -3.71700 2.46821
H -0.90216 -2.96889 3.98320
H -0.77666 -2.92827 -0.78973
H 0.92331 -4.05916 -1.22602
H 3.29925 -4.46608 -1.73663
H 4.91920 -2.58352 -1.38389
H 4.16313 -0.43860 -0.60366
H 4.39458 3.63016 -1.71455
H 5.61706 3.87983 0.41382
H 4.97829 2.48356 2.34865
H 3.71028 1.15137 3.36021
H 3.16475 -1.44412 1.87089
H 3.69812 -1.23887 3.53920
H 4.77349 -0.79989 2.20226
H 1.11439 -0.11849 2.44004
H 1.22584 1.55766 2.97660
H 1.65725 0.24247 4.07938
H 3.17975 2.45458 -3.06580
H 0.52714 3.01006 -1.67704
H 0.90307 3.36012 -3.36842
H 1.76660 4.20330 -2.07005
H 0.89230 0.55112 -2.46164
H 2.51193 0.02109 -2.92015
H 1.56984 1.03843 -4.01485
N -1.83334 2.21793 0.47114
C -2.90900 2.61517 0.31301
C -4.19605 3.10540 0.15201
C -4.38131 4.39946 -0.38972
N -4.53231 5.45544 -0.83180
C -5.31248 2.31517 0.51421
N -6.23937 1.68857 0.79984
```

What are the natural (NBO) partial charges on each atom? They are as follows, in elementary charge units: 0.642, -0.595, -0.259, -0.599, 0.050, -0.236, -0.207, -0.201, -0.021, -0.231, -0.601, -0.602, 0.089, -0.509, 0.148, -0.162, -0.159, -0.304, -0.174, -0.308, 0.226, -0.744, 0.240, -0.052, -0.208, -0.233, -0.209, -0.051, -0.233, -0.598, -0.604, -0.219, -0.603, -0.602, 0.203, 0.199, 0.203, 0.217, 0.196, 0.203, 0.222, 0.206, 0.214, 0.201, 0.193, 0.221, 0.197, 0.213, 0.218, 0.204, 0.199, 0.152, 0.199, 0.203, 0.202, 0.222, 0.199, 0.203, 0.198, 0.191, 0.218, 0.199, 0.204, 0.221, 0.216, 0.199, 0.191, 0.219, 0.200, 0.204, 0.212, 0.217, 0.198, -0.553, 0.472, -0.601, 0.315, -0.398, 0.319, -0.397


2.
Here is 3 unconnected molecules or ions with the total composition C4H14N2O2 in a non-equilibrium geometry from the OMol25 dataset. Energies are from ωB97M-V with the def2-TZVPD basis set.

Charge: 0
LUMO in Eh: 0.024
HOMO-LUMO gap in eV: 9.96
SMILES: [H]/N=C/NCCC.O.O

The geometry in XYZ format:
```
22
C4H14N2O2 | the OMol25 dataset | ωB97M-V with the def2-TZVPD basis set
H -1.36271 -0.56682 3.55971
N -1.42177 -0.46632 2.55433
C -0.63451 -1.15508 1.85190
N -0.77643 -1.16407 0.48237
C 0.36423 -1.18465 -0.42910
C -0.07605 -0.92309 -1.87493
C 0.02265 0.56439 -2.29115
H 0.10777 -1.86883 2.21786
H -1.52387 -0.53915 0.18885
H 0.86953 -2.15953 -0.37620
H 1.15577 -0.50412 -0.10463
H 0.65137 -1.51396 -2.44568
H -1.06211 -1.29570 -2.14095
H -0.81600 1.07198 -1.82367
H 1.00256 0.94322 -2.08327
H -0.12407 0.58219 -3.36108
O -1.31616 3.07590 0.02224
H -1.54658 2.25601 0.47257
H -0.59667 2.85731 -0.57846
O 2.36550 1.04223 1.92686
H 1.73213 0.34453 1.70912
H 2.98544 0.60357 2.52330
```

What are the natural (NBO) partial charges on each atom? They are as follows, in elementary charge units: 0.353, -0.709, 0.271, -0.621, -0.215, -0.402, -0.612, 0.146, 0.381, 0.191, 0.169, 0.206, 0.214, 0.200, 0.210, 0.215, -0.938, 0.472, 0.468, -0.928, 0.461, 0.468


HOMO energy (computed, eV): -4.810, -9.309
Relative energy (zero: lowest compared OMol25 entry of this formula, charge and spin) (computed, eV): 0.000, 1.013